This record from OMol25 describes the molecule C5H10O. The level of theory is ωB97M-V with the def2-TZVPD basis set.

## Properties
multiplicity	1
ΔE to the lowest compared entry with this formula, charge and spin	33.15	kcal/mol
electronic energy	-271.699787	Ha
net charge	0
lowest unoccupied orbital energy	1.22	eV
Kohn-Sham gap	10.92	eV
SMILES	CCOC1CC1

Cartesian coordinates (Å):
C  -1.44645  1.50240  -1.44030
C  -0.46098  1.29517  -0.30777
O  0.09434  0.00863  -0.49132
C  1.01367  -0.37949  0.47440
C  0.52626  -0.68190  1.86055
C  0.89674  -1.79809  0.91600
H  -1.96646  2.46040  -1.34619
H  -2.18544  0.69554  -1.42811
H  -0.92570  1.47236  -2.40240
H  0.32235  2.07045  -0.31864
H  -0.96473  1.35200  0.66994
H  2.00722  0.06187  0.36773
H  1.18268  -0.46931  2.69942
H  -0.53101  -0.52535  2.05368
H  1.79644  -2.37834  1.09585
H  0.07254  -2.34774  0.47301

---

This record from OMol25 describes the molecule C5H10O. The level of theory is ωB97M-V with the def2-TZVPD basis set.

## Properties
multiplicity	1
ΔE to the lowest compared entry with this formula, charge and spin	35.95	kcal/mol
electronic energy	-271.695330	Ha
net charge	0
lowest unoccupied orbital energy	1.09	eV
Kohn-Sham gap	10.98	eV
SMILES	C[C@H]1C[C@H]1CO

Cartesian coordinates (Å):
C  -1.39430  -0.55035  0.53099
C  -0.76868  0.37472  -0.53687
C  -0.12834  1.56902  0.10567
C  0.74271  0.53518  -0.55615
C  1.52543  -0.59477  0.09360
O  0.90439  -1.84339  -0.17424
H  -1.58685  -1.60133  0.28081
H  -0.73807  -0.59469  1.41046
H  -2.33899  -0.10998  0.85746
H  -1.27251  0.50873  -1.49608
H  -0.19268  2.54524  -0.36823
H  -0.23370  1.58585  1.18627
H  1.19691  0.91110  -1.47335
H  2.53501  -0.64725  -0.32748
H  1.61814  -0.45865  1.17874
H  0.13154  -1.62945  -0.71160

---

This record from OMol25 describes the molecule C5H10O. The level of theory is ωB97M-V with the def2-TZVPD basis set.

## Properties
multiplicity	1
ΔE to the lowest compared entry with this formula, charge and spin	29.70	kcal/mol
electronic energy	-271.705290	Ha
net charge	0
lowest unoccupied orbital energy	1.12	eV
Kohn-Sham gap	11.34	eV
SMILES	CC(C)[C@H]1CO1

Cartesian coordinates (Å):
C  -0.94099  -0.06118  -1.32374
C  -0.18822  1.15664  1.49745
C  0.54898  1.03941  0.24584
O  1.23077  1.03732  1.49115
C  0.40945  -0.20703  -0.61198
C  0.52855  -1.51473  0.16700
H  -0.97550  0.87720  -1.88992
H  -1.75316  -0.02279  -0.58774
H  -1.13048  -0.88719  -2.01843
H  -0.60650  2.12121  1.77920
H  -0.70174  0.27724  1.88663
H  0.71622  1.95369  -0.33015
H  1.19071  -0.20132  -1.38341
H  -0.27916  -1.63563  0.89846
H  1.48020  -1.57055  0.70373
H  0.47088  -2.36229  -0.52410

---

This record from OMol25 describes a structure of composition C5H10O at a distorted geometry. The level of theory is ωB97M-V with the def2-TZVPD basis set.

## Properties
multiplicity	1
ΔE to the lowest compared entry with this formula, charge and spin	103.29	kcal/mol
electronic energy	-271.588020	Ha
net charge	0
lowest unoccupied orbital energy	1.00	eV
Kohn-Sham gap	10.20	eV

Cartesian coordinates (Å):
C  0.77582  0.87984  -0.52028
C  -0.54226  1.46538  -0.04491
C  -0.87235  0.37289  0.94680
C  -1.27075  -0.92655  0.29085
C  0.16529  -0.60933  0.57059
O  1.34693  -1.71660  -1.05409
H  1.65134  1.25660  0.01605
H  1.00250  1.13552  -1.60116
H  1.12474  -0.75940  -1.04271
H  -0.44815  2.45685  0.39386
H  -1.27934  1.50909  -0.85334
H  -1.09966  0.57325  1.98043
H  -1.79165  -1.65798  0.92083
H  -1.61101  -0.94795  -0.74000
H  0.70101  -1.29244  1.25710
H  2.14752  -1.73918  -0.52002